(a)
37
Properties=species:S:1:pos:R:3 method="wB97M-V/def2-TZVPD" gap_ha=0.351 smiles="N[C@@H](Cc1ccccc1)C(=O)N1CCC[C@H]1C(=O)O" e_homo_ha=-0.3381
N -2.235 -1.699 0.515
C -1.182 -0.866 0.113
C -1.697 0.305 -0.849
C -1.572 -0.067 -2.339
C -2.619 -0.046 -3.194
C -2.430 -0.272 -4.569
C -1.275 -0.840 -5.010
C -0.183 -0.956 -4.092
C -0.323 -0.510 -2.821
C -0.492 -0.166 1.324
O -0.943 0.677 2.012
N 0.917 -0.270 1.397
C 1.906 -1.394 0.999
C 3.177 -0.842 1.637
C 2.704 -0.196 2.913
C 1.388 0.375 2.469
C 1.388 1.949 2.433
O 2.494 2.501 2.354
O 0.283 2.616 2.716
H -2.390 -1.766 1.472
H -2.112 -2.629 0.250
H -0.439 -1.453 -0.434
H -2.685 0.459 -0.591
H -1.182 1.181 -0.570
H -3.579 0.210 -2.821
H -3.351 -0.371 -5.214
H -1.272 -1.079 -6.119
H 0.676 -1.406 -4.530
H 0.614 -0.469 -2.131
H 2.137 -1.230 -0.110
H 1.712 -2.482 1.166
H 3.828 -1.770 1.748
H 3.740 -0.316 0.859
H 3.268 0.682 3.211
H 2.754 -0.922 3.745
H 0.651 -0.025 3.263
H -0.558 1.989 2.685



(b)
37
Properties=species:S:1:pos:R:3 method="wB97M-V/def2-TZVPD" gap_ha=0.361 smiles="O=C(O)[C@H](Cc1ccccc1)NC(=O)[C@@H]1CCCN1" e_homo_ha=-0.3345
O 3.756 0.322 -1.556
C 2.630 0.012 -1.762
O 2.238 -0.742 -2.857
C 1.453 0.647 -0.874
C 2.014 1.394 0.318
C 0.975 2.103 1.159
C 0.598 3.366 0.880
C -0.351 4.060 1.590
C -1.014 3.349 2.616
C -0.745 1.986 2.919
C 0.278 1.388 2.147
N 0.496 -0.340 -0.434
C 0.840 -1.677 -0.122
O 1.985 -2.015 0.160
C -0.460 -2.510 -0.152
C -0.848 -2.642 -1.638
C -2.211 -1.960 -1.778
C -2.736 -2.413 -0.406
N -1.644 -1.960 0.520
H 3.110 -0.998 -3.232
H 0.915 1.380 -1.480
H 2.520 0.570 0.926
H 2.663 2.204 0.039
H 1.083 3.930 0.055
H -0.357 5.132 1.382
H -1.730 3.874 3.233
H -1.306 1.549 3.750
H 0.497 0.348 2.104
H -0.411 -0.075 -0.089
H -0.218 -3.465 0.321
H -1.021 -3.689 -1.915
H 0.020 -2.333 -2.247
H -2.746 -2.366 -2.732
H -2.094 -0.806 -1.858
H -3.696 -1.942 -0.185
H -2.718 -3.588 -0.352
H -1.766 -2.090 1.548



If we sort the structures by their calculated energies, the order from most to least stable is (b), (a).



(a)
17
Properties=species:S:1:pos:R:3 method="wB97M-V/def2-TZVPD" gap_ha=0.352 e_homo_ha=-0.3286
C -0.283 -1.822 1.208
C 1.380 0.497 -0.533
C -0.506 -1.654 -0.124
N -1.039 -1.671 -1.197
H -1.176 -0.859 -1.788
H 0.651 -2.304 1.467
H 0.021 -0.413 1.648
H -1.133 -2.157 1.788
H 1.562 -0.578 -0.521
H 1.246 0.853 -1.552
H 2.301 0.913 -0.127
C 0.261 1.267 0.466
O -1.083 1.058 -0.041
O -1.200 1.484 -1.405
O 0.269 0.809 1.698
H -1.792 2.247 -1.340
H 0.522 2.331 0.352



(b)
17
Properties=species:S:1:pos:R:3 method="wB97M-V/def2-TZVPD" gap_ha=0.367 smiles="NC(=O)CCC=O.O" e_homo_ha=-0.3521
N -1.176 -2.478 0.250
C -0.772 -1.397 0.947
O -0.894 -1.387 2.172
C -0.110 -0.416 -0.035
C 0.532 0.951 0.508
C -0.430 1.699 1.343
O -0.594 2.843 1.017
H -1.068 -2.566 -0.721
H -1.539 -3.288 0.631
H -0.807 -0.018 -0.774
H 0.782 -1.023 -0.445
H 0.804 1.737 -0.283
H 1.439 0.754 1.092
H -0.978 1.251 2.132
O 2.482 0.430 -4.560
H 3.427 0.731 -4.862
H 2.905 -0.342 -4.128



(c)
17
Properties=species:S:1:pos:R:3 method="wB97M-V/def2-TZVPD" gap_ha=0.367 smiles="CN(C=O)CC=O.O" e_homo_ha=-0.3440
C -0.400 -1.462 -1.533
N -0.370 -0.095 -0.861
C 0.197 1.055 -1.522
O -0.059 2.120 -1.029
C -1.200 0.122 0.339
C -0.181 0.606 1.440
O -0.413 0.420 2.602
H -1.101 -2.179 -1.277
H -0.747 -1.179 -2.699
H 0.627 -1.964 -1.624
H 0.449 0.913 -2.586
H -1.856 -0.873 0.557
H -1.875 0.944 0.112
H 0.820 0.973 1.026
O 1.950 -1.938 0.731
H 2.099 -1.166 0.181
H 1.848 -1.541 1.560



If we sort the structures by their calculated energies, the order from most to least stable is (b), (c), (a).



(a)
17
Properties=species:S:1:pos:R:3 method="wB97M-V/def2-TZVPD" gap_ha=0.376 smiles="N[C@H](C=O)CC=O.O" e_homo_ha=-0.3495
N 2.157 1.896 0.012
C 1.816 0.494 0.135
C 1.959 -0.272 -1.183
O 2.285 -1.434 -1.197
C 0.403 0.338 0.719
C 0.456 0.350 2.227
O -0.142 1.139 2.904
H 1.425 2.506 -0.310
H 3.046 2.069 -0.428
H 2.559 0.020 0.770
H 1.739 0.226 -2.145
H -0.239 1.117 0.344
H 0.041 -0.639 0.423
H 1.103 -0.427 2.673
O -6.206 -2.619 -1.995
H -6.434 -3.050 -1.160
H -5.967 -1.714 -1.789



(b)
17
Properties=species:S:1:pos:R:3 method="wB97M-V/def2-TZVPD" gap_ha=0.281 e_homo_ha=-0.3186
C -2.074 -0.174 -0.102
C -0.555 -0.274 0.261
C 1.702 -0.078 0.019
C 3.186 -0.428 -0.395
H -3.543 0.931 0.096
H -0.123 -1.266 -0.163
H 0.024 0.532 -0.232
H -0.541 -0.208 1.344
H 0.834 2.077 0.510
H 2.557 2.127 -0.024
H 3.593 -1.238 0.150
H 3.789 0.574 -0.234
H 3.228 -0.438 -1.593
N 1.484 1.233 -0.303
O -2.786 -0.997 -0.575
O -2.541 1.090 0.192
O 1.106 -0.843 0.831



If we sort the structures by their calculated energies, the order from most to least stable is (a), (b).



(a)
17
Properties=species:S:1:pos:R:3 method="wB97M-V/def2-TZVPD" gap_ha=0.377 smiles="C[C@@H](O)[C@H](N)C(=O)O" e_homo_ha=-0.3562
C 1.491 0.743 0.176
C -0.339 1.106 -0.039
O -0.471 1.647 -1.273
C -0.914 -0.285 0.121
N -1.570 -0.455 1.409
C 0.345 -1.142 -0.073
O 0.769 -1.938 0.766
O 0.353 -1.445 -1.449
H 1.766 1.788 -0.005
H 2.200 0.256 -0.496
H 1.692 0.581 1.236
H -0.522 1.808 0.774
H -0.951 0.976 -1.819
H -1.637 -0.502 -0.678
H -2.349 -1.102 1.324
H -0.921 -0.896 2.064
H 1.058 -1.140 -2.038



(b)
17
Properties=species:S:1:pos:R:3 method="wB97M-V/def2-TZVPD" gap_ha=0.383 smiles="N[C@@H](CO)CC(=O)O" e_homo_ha=-0.3633
N -0.989 1.698 0.931
C -0.524 0.508 0.169
C 0.394 0.989 -0.891
O -0.275 1.330 -2.098
C 0.141 -0.606 0.906
C 0.347 -1.748 -0.169
O -0.412 -1.919 -1.101
O 1.423 -2.548 0.122
H -0.214 1.962 1.456
H -1.658 1.375 1.615
H -1.401 -0.114 -0.090
H 0.999 0.148 -1.281
H 1.081 1.813 -0.455
H -0.842 2.042 -1.984
H -0.458 -1.094 1.695
H 1.049 -0.317 1.487
H 1.341 -3.520 -0.315



(c)
17
Properties=species:S:1:pos:R:3 method="wB97M-V/def2-TZVPD" gap_ha=0.364 smiles="CN[C@@H](CO)C(=O)O" e_homo_ha=-0.3373
C 1.187 1.486 0.763
N -0.024 1.136 0.026
C -0.331 -0.407 -0.068
C -1.766 -0.474 -0.145
O -2.042 -1.312 1.023
C 0.560 -0.912 -1.188
O 0.546 -1.046 -2.405
O 1.738 -0.993 -0.498
H 1.004 2.632 0.780
H 2.196 1.076 0.441
H 1.165 1.292 1.865
H -0.008 1.793 -0.652
H 0.131 -0.777 0.861
H -2.139 -0.950 -0.996
H -2.426 0.402 0.238
H -2.286 -2.199 0.903
H 2.493 -0.748 -0.948



If we sort the structures by their calculated energies, the order from most to least stable is (b), (a), (c).



(a)
17
Properties=species:S:1:pos:R:3 method="wB97M-V/def2-TZVPD" gap_ha=0.378 e_homo_ha=-0.3525
C -1.537 0.168 0.390
C 0.881 0.183 0.820
N -0.384 0.868 0.536
C 1.594 -0.247 -0.431
C 2.804 0.178 -0.768
O -2.569 0.968 0.031
O -1.775 -0.828 1.249
O -1.393 -1.094 -0.938
H -3.372 0.627 0.446
H -1.813 -1.562 0.512
H -1.935 -0.903 -1.711
H -0.307 1.654 -0.097
H 0.635 -0.678 1.442
H 1.500 0.863 1.410
H 1.022 -0.914 -1.067
H 3.370 0.854 -0.137
H 3.280 -0.135 -1.688



(b)
17
Properties=species:S:1:pos:R:3 method="wB97M-V/def2-TZVPD" gap_ha=0.398 smiles="C[C@@H](O)[C@H](N)C(=O)O" e_homo_ha=-0.3762
C -1.679 0.980 -0.352
C -0.162 0.871 -0.263
O 0.484 1.906 0.591
C 0.214 -0.477 0.383
N 1.691 -0.551 0.659
C -0.141 -1.644 -0.438
O -0.843 -1.642 -1.397
O 0.566 -2.715 -0.013
H -2.147 0.586 0.509
H -1.839 0.151 -1.043
H -2.110 1.947 -0.667
H 0.282 0.934 -1.260
H 0.685 2.674 0.039
H -0.302 -0.433 1.328
H 1.947 0.064 1.438
H 2.163 -0.242 -0.230
H 1.192 -2.407 0.716



(c)
17
Properties=species:S:1:pos:R:3 method="wB97M-V/def2-TZVPD" gap_ha=0.376 smiles="CC(C)OC(=O)NO" e_homo_ha=-0.3463
C -2.206 0.479 -0.431
C -0.816 -0.007 -0.782
C -0.460 -1.320 -0.156
O 0.115 1.151 -0.287
C 1.404 0.893 -0.063
O 2.332 1.045 -0.826
N 1.587 0.217 1.132
O 2.909 -0.050 1.509
H -2.357 1.484 -0.815
H -2.339 0.497 0.648
H -2.947 -0.186 -0.872
H -0.648 -0.021 -1.865
H -0.226 -1.123 0.927
H -1.263 -2.044 -0.266
H 0.479 -1.714 -0.535
H 1.004 0.415 1.932
H 3.430 0.284 0.750



If we sort the structures by their calculated energies, the order from most to least stable is (b), (a), (c).



(a)
17
Properties=species:S:1:pos:R:3 method="wB97M-V/def2-TZVPD" gap_ha=0.340 e_homo_ha=-0.3192
C -0.614 0.154 0.741
C -0.319 -1.036 -0.307
C 0.386 -0.037 -1.192
C 0.638 0.728 0.046
H 0.166 -0.398 2.607
H -1.107 0.943 2.624
H -1.306 0.925 0.482
H 0.259 -1.735 0.315
H -2.280 -2.041 -0.378
H -0.182 0.826 -1.645
H 1.258 -1.535 -2.285
H 1.532 0.742 0.565
H 1.647 2.393 -0.347
N -0.633 0.134 2.149
O -1.473 -1.698 -1.023
O 1.612 -0.477 -1.898
O 0.416 2.111 -0.455



(b)
17
Properties=species:S:1:pos:R:3 method="wB97M-V/def2-TZVPD" gap_ha="0.260 / 0.236" e_homo_ha="-0.3351 / -0.3221"
C -0.267 1.377 -1.268
C 1.244 -0.076 -0.117
C 1.525 -0.861 1.151
N -1.460 -0.251 -0.660
C -0.217 0.614 -0.004
O -2.628 0.415 -0.201
O -1.370 -1.495 0.062
O -0.440 1.290 1.054
H -2.373 0.782 0.673
H -1.876 -2.091 -0.508
H -0.521 2.429 -1.174
H 0.327 1.056 -2.119
H 2.002 0.698 -0.259
H 1.240 -0.706 -1.009
H 1.483 -0.217 2.029
H 2.529 -1.292 1.086
H 0.803 -1.668 1.265



If we sort the structures by their calculated energies, the order from most to least stable is (a), (b).



(a)
10
Properties=species:S:1:pos:R:3 method="wB97M-V/def2-TZVPD" gap_ha=0.233 e_homo_ha=-0.0878 charge=-1
S 1.538 -1.286 3.055
H 1.794 -0.321 2.159
C -0.735 -0.409 -1.058
C -0.184 0.869 -0.190
H -1.704 -0.085 -1.559
H -0.085 -0.564 -1.925
H -0.745 -1.312 -0.565
H 0.074 1.674 -0.864
H 0.818 0.558 0.177
H -0.772 0.877 0.770



(b)
10
Properties=species:S:1:pos:R:3 method="wB97M-V/def2-TZVPD" gap_ha=0.251 e_homo_ha=-0.0935 charge=-1
S -1.394 -0.265 1.116
H -1.898 0.730 2.055
C 1.582 0.666 -0.509
C 1.104 -0.291 -1.715
H 2.615 0.336 -0.053
H 1.812 1.593 -1.058
H 0.812 0.579 0.227
H 1.856 -0.240 -2.479
H 0.194 0.233 -2.072
H 0.790 -1.241 -1.129



If we sort the structures by their calculated energies, the order from most to least stable is (a), (b).



(a)
72
Properties=species:S:1:pos:R:3 method="wB97M-V/def2-TZVPD" gap_ha=0.382 smiles=CC(C)O.CC(C)O.CC(C)O.CC(C)O.CO.CO.CO.CO e_homo_ha=-0.3684
C 1.152 -4.553 -2.100
C 0.144 -4.645 -0.968
C -1.244 -4.141 -1.324
O 0.079 -5.994 -0.508
H 1.144 -3.548 -2.541
H 0.952 -5.277 -2.888
H 2.162 -4.658 -1.701
H 0.522 -4.040 -0.143
H -1.310 -3.162 -1.796
H -1.746 -4.028 -0.356
H -1.825 -4.867 -1.895
H -0.509 -6.472 -1.102
C 3.809 -0.036 0.322
C 3.763 -1.356 1.026
C 2.421 -2.044 0.889
O 4.796 -2.170 0.432
H 3.204 0.714 0.842
H 3.365 -0.089 -0.673
H 4.834 0.326 0.290
H 4.038 -1.242 2.082
H 1.636 -1.455 1.369
H 2.407 -3.068 1.267
H 2.186 -2.140 -0.175
H 4.944 -2.921 1.015
C 0.756 3.116 -0.922
C 1.783 4.213 -1.100
C 2.470 4.621 0.164
O 2.805 3.837 -2.030
H -0.050 3.424 -0.247
H 1.148 2.215 -0.433
H 0.296 2.806 -1.862
H 1.248 5.079 -1.521
H 1.752 5.022 0.880
H 3.224 5.377 -0.047
H 2.960 3.754 0.614
H 2.384 3.555 -2.848
C -1.908 3.844 3.102
C -2.732 3.316 1.913
C -2.948 4.364 0.841
O -2.082 2.211 1.272
H -2.463 3.794 4.039
H -1.652 4.888 2.927
H -1.017 3.227 3.202
H -3.727 2.993 2.247
H -3.599 5.170 1.171
H -3.339 3.891 -0.061
H -1.990 4.809 0.548
H -1.977 1.497 1.913
C -1.073 -0.452 -0.204
O -2.496 -0.527 -0.254
H -0.747 -0.420 0.844
H -0.599 -1.332 -0.632
H -0.744 0.469 -0.689
H -2.809 0.372 -0.098
C 1.058 0.817 3.182
O -0.315 0.430 3.183
H 1.272 1.306 2.236
H 1.279 1.457 4.038
H 1.693 -0.071 3.253
H -0.421 -0.381 3.687
C 0.140 -0.722 -3.557
O -0.125 0.684 -3.683
H -0.788 -1.244 -3.297
H 0.536 -1.133 -4.484
H 0.793 -0.804 -2.694
H -0.739 0.800 -4.413
C -4.778 -3.512 -0.059
O -4.919 -2.698 -1.203
H -4.576 -4.554 -0.323
H -3.928 -3.199 0.558
H -5.658 -3.490 0.591
H -4.321 -1.949 -1.107



(b)
72
Properties=species:S:1:pos:R:3 method="wB97M-V/def2-TZVPD" gap_ha=0.384 smiles=CCO.CCO.CCO.CCO.CCO.CCO.CCO.CCO e_homo_ha=-0.3734
C 8.195 16.651 13.871
C 8.963 15.411 14.328
O 9.260 15.533 15.672
H 7.248 16.689 14.410
H 7.897 16.645 12.822
H 8.729 17.564 14.133
H 9.836 15.226 13.702
H 8.279 14.564 14.271
H 9.671 14.693 15.891
C -1.711 12.031 8.601
C -1.065 10.696 8.372
O 0.245 10.686 8.908
H -2.774 11.853 8.438
H -1.314 12.693 7.831
H -1.517 12.460 9.584
H -1.065 10.540 7.293
H -1.631 9.994 8.984
H 0.719 9.990 8.446
C 6.505 11.678 10.120
C 5.767 12.955 9.664
O 4.597 13.068 10.418
H 6.627 11.661 11.203
H 7.459 11.557 9.608
H 5.815 10.859 9.917
H 5.609 12.844 8.591
H 6.366 13.864 9.721
H 4.057 12.304 10.202
C 8.495 17.870 3.955
C 8.687 16.677 4.905
O 10.071 16.505 5.190
H 7.429 17.953 3.742
H 9.023 17.674 3.021
H 8.859 18.796 4.399
H 8.295 15.736 4.519
H 8.169 16.825 5.853
H 10.309 17.208 5.799
C 13.497 10.815 11.602
C 14.397 9.994 12.505
O 14.798 10.860 13.578
H 13.197 10.225 10.736
H 14.015 11.726 11.304
H 12.564 11.077 12.102
H 15.210 9.760 11.818
H 13.912 9.105 12.908
H 15.340 11.575 13.235
C 2.595 15.192 16.970
C 2.811 14.303 15.726
O 2.401 15.112 14.590
H 3.282 16.030 16.856
H 2.809 14.619 17.873
H 1.581 15.592 16.929
H 2.290 13.350 15.819
H 3.873 14.059 15.690
H 2.886 14.695 13.873
C 1.926 16.117 4.410
C 0.975 15.492 3.381
O 1.749 14.970 2.298
H 2.466 16.981 4.022
H 2.743 15.438 4.652
H 1.388 16.284 5.343
H 0.401 16.333 2.993
H 0.376 14.664 3.760
H 1.231 14.670 1.547
C 4.737 9.142 5.265
C 3.723 7.978 5.564
O 3.599 7.768 6.930
H 4.800 9.364 4.199
H 5.737 8.983 5.669
H 4.292 10.012 5.747
H 4.232 7.135 5.099
H 2.728 8.050 5.125
H 3.106 6.950 7.022



If we sort the structures by their calculated energies, the order from most to least stable is (a), (b).



(a)
12
Properties=species:S:1:pos:R:3 method="wB97M-V/def2-TZVPD" gap_ha=0.374 smiles="[H]/N=C(/N)SNC=O" e_homo_ha=-0.3535
H 2.650 -1.244 0.775
N 2.634 -0.308 0.395
C 1.462 -0.035 0.024
N 1.145 1.228 -0.399
S 0.243 -1.374 -0.252
N -1.184 -0.507 -0.552
C -2.188 -0.282 0.382
O -3.218 0.261 0.160
H 1.786 1.910 0.009
H 0.117 1.491 -0.432
H -1.539 -0.494 -1.499
H -1.908 -0.645 1.389



(b)
12
Properties=species:S:1:pos:R:3 method="wB97M-V/def2-TZVPD" gap_ha=0.321 smiles="N/N=C(/N)C(=O)S" e_homo_ha=-0.3170
N 0.312 -0.826 -1.604
N 0.259 0.529 -1.148
C 0.060 0.614 0.177
N 0.105 1.809 0.911
C -0.286 -0.509 1.112
O 0.015 -0.504 2.234
S -1.623 -1.534 0.512
H 0.827 -0.843 -2.471
H 0.911 -1.461 -1.012
H 0.487 1.655 1.869
H 0.335 2.650 0.344
H -1.402 -1.582 -0.924



If we sort the structures by their calculated energies, the order from most to least stable is (a), (b).